No. 1
Below is one molecule with the formula C2H4N4, with properties calculated with the ωB97M-V functional and the def2-TZVPD basis.

Results
* structure (SMILES): Cn1cnnn1
* ΔE to the lowest compared entry with this formula, charge and spin: 64.7 kcal per mole
* highest occupied orbital energy: -10.4 eV
* energy: -8096.508 eV
* LUMO level: 0.651 eV

Each line ends with the Löwdin charge.
Cartesian coordinates (Å):
C -1.3673 -0.2338 0.0302  -0.018
C 0.7979 0.8622 0.0988  -0.202
H -1.6202 -0.6364 0.9849  0.100
H -1.4582 -0.7895 -0.7946  0.051
H -1.7958 0.7895 -0.3162  0.146
H 0.5590 1.8002 -0.1307  0.088
N 0.0086 -0.1715 0.1046  -0.207
N 2.0151 0.4812 -0.0045  -0.004
N 2.0677 -0.8406 0.0527  -0.011
N 0.7933 -1.2615 -0.0252  0.057



No. 2
Below is a 2-piece molecular cluster, C11H19BFO2P overall, with properties calculated with the ωB97M-V functional and the def2-TZVPD basis.

Results
* structure (SMILES): COB(O)PCC(C)C.Fc1ccccc1
* highest occupied orbital energy: -8.6 eV
* energy: -28493.622 eV
* LUMO level: 0.615 eV

Each line ends with the Löwdin charge.
Cartesian coordinates (Å):
C -2.6959 -1.2770 -0.9841  -0.115
O -2.6557 0.1167 -1.3271  -0.071
B -1.4234 0.4385 -1.9711  -0.774
O -1.4984 0.8093 -3.3310  0.089
P 0.1886 0.4069 -0.9490  0.991
C 1.5264 -0.3030 -2.0742  -0.371
C 2.5362 0.7731 -2.6310  -0.439
C 2.4019 2.1820 -1.9451  -0.151
C 2.1550 1.0276 -4.1438  -0.086
H -2.9551 -1.3486 0.0895  0.084
H -1.7298 -1.7941 -1.1498  0.072
H -3.4442 -1.7984 -1.6100  0.095
H -1.1535 1.6901 -3.4740  0.081
H -0.0394 -0.5282 0.1045  -0.056
H 1.0127 -0.7644 -2.9404  0.068
H 2.0239 -1.1391 -1.5481  0.074
H 3.5760 0.4145 -2.5465  0.120
H 3.1671 2.8126 -2.4399  0.075
H 2.5414 2.1228 -0.8579  0.060
H 1.4258 2.6231 -2.2216  0.059
H 1.0516 1.0026 -4.1807  0.059
H 2.6063 0.2940 -4.8255  0.078
H 2.4454 2.0670 -4.3906  0.071
F 1.6030 0.1113 4.1536  0.060
C 0.3430 -0.3530 4.2164  -0.288
C -0.0097 -1.2179 5.2366  -0.019
C -1.3132 -1.6928 5.3021  -0.084
C -2.2437 -1.3063 4.3439  -0.098
C -1.8730 -0.4403 3.3224  -0.084
C -0.5732 0.0444 3.2597  -0.025
H 0.7307 -1.5135 5.9688  0.116
H -1.6032 -2.3643 6.0997  0.104
H -3.2583 -1.6809 4.3949  0.100
H -2.5961 -0.1416 2.5738  0.101
H -0.2692 0.7270 2.4757  0.103